Record 1
{
  "formula": "C7H14NS",
  "method": "ωB97M-V/def2-TZVPD",
  "symbols": ["S", "N", "C", "C", "C", "C", "C", "C", "C", "H", "H", "H", "H", "H", "H", "H", "H", "H", "H", "H", "H", "H", "H"],
  "coordinates": [[-1.20989, 0.84671, -0.22664], [0.94037, 0.28992, 1.45573], [-1.63572, -0.76111, -2.29964], [0.50038, 1.17418, 2.56976], [-2.13861, -0.26697, -1.22529], [1.86073, 1.07812, 0.61987], [-0.30848, -0.63952, -2.94095], [-0.42551, -1.54352, 0.83817], [-0.24573, -0.26505, 0.72308], [-3.05647, -0.48900, -0.78174], [1.97190, 0.50327, -0.37455], [-0.29735, 0.17318, -3.65314], [1.36911, 1.99938, 2.81309], [0.42366, -2.03995, 1.19865], [0.32089, -0.30723, -2.08443], [-2.31373, -1.27547, -2.97878], [-0.21358, -1.60798, -3.45032], [1.38112, 2.10117, 0.56685], [1.45283, -0.53472, 1.90120], [-1.31507, -2.02888, 0.53913], [2.90190, 1.05153, 1.08205], [-0.32208, 1.86652, 2.21459], [0.35935, 0.67543, 3.49330]],
  "forces_ev_per_angstrom": [[0.579, 1.009, 0.619], [0.212, -0.829, 1.040], [-0.706, -0.702, -3.614], [1.680, 4.277, 0.075], [0.682, 0.937, 2.165], [1.409, -0.390, -1.713], [-0.303, 0.457, 1.612], [0.079, -0.326, 0.132], [0.025, 1.194, 0.019], [-1.558, -0.323, 0.035], [-0.350, 1.393, 1.323], [-0.084, 0.104, -0.428], [-1.790, -2.327, -0.699], [0.567, -1.450, 0.862], [0.663, -0.885, -1.076], [-0.344, -0.411, 0.510], [1.140, 0.425, 0.325], [1.093, -1.171, -0.509], [-0.867, 1.226, -0.901], [-0.412, -0.600, -0.498], [-1.543, 0.472, -0.348], [0.568, -1.341, 0.544], [-0.740, -0.738, 0.525]],
  "e_tot_ha": -727.70775,
  "total_charge": 1,
  "smiles": "C=C(S/C=C\\C)[NH+](C)C",
  "e_above_lowest_kj_mol": 195.75,
  "gap_ha": 0.3556
}

Record 2
{
  "formula": "C36H62N3O2ReSSi2Te",
  "method": "ωB97M-V/def2-TZVPD",
  "symbols": ["Re", "Te", "S", "Si", "Si", "O", "O", "N", "N", "N", "C", "C", "C", "C", "C", "C", "C", "C", "C", "C", "C", "C", "C", "C", "C", "C", "C", "C", "C", "C", "C", "C", "C", "C", "C", "C", "C", "C", "C", "C", "C", "C", "C", "C", "C", "C", "H", "H", "H", "H", "H", "H", "H", "H", "H", "H", "H", "H", "H", "H", "H", "H", "H", "H", "H", "H", "H", "H", "H", "H", "H", "H", "H", "H", "H", "H", "H", "H", "H", "H", "H", "H", "H", "H", "H", "H", "H", "H", "H", "H", "H", "H", "H", "H", "H", "H", "H", "H", "H", "H", "H", "H", "H", "H", "H", "H", "H", "H"],
  "coordinates": [[0.37893, 0.08248, -0.50000], [-0.70740, -2.07088, 0.82650], [2.35207, -1.37109, -0.60060], [-2.69708, -2.34558, 3.57117], [-3.64217, -2.77688, -1.16933], [-0.10638, -0.56497, -2.59587], [1.48160, 1.40401, -1.62434], [4.68005, -0.47292, 0.27957], [3.72167, 0.93843, -1.20312], [-0.34993, 1.16129, 0.62055], [2.73827, 1.56925, -1.79667], [3.10340, 2.63440, -2.76789], [5.78307, 1.55780, 1.20785], [4.75151, 3.78413, -4.09140], [-1.33976, -2.34593, 4.85363], [-0.31354, -1.79359, -4.63294], [-2.99780, -4.10319, 3.00125], [-2.15052, 3.33400, 3.66746], [-0.80223, -0.34730, -4.80508], [4.74603, -1.64337, 1.15825], [-2.72289, 3.29869, 2.40722], [-2.77772, 2.67353, -0.00731], [4.42533, 2.79986, -3.17378], [-0.91089, 1.93904, 1.62435], [-4.91100, -2.04493, -0.00384], [-2.11855, 2.61616, 1.35965], [1.28937, -0.00886, 3.12836], [-3.28884, -1.58743, -2.56714], [3.76209, 4.61334, -4.60254], [-0.92561, 2.72550, 3.88502], [-4.32739, -4.37270, -1.86218], [2.19348, 2.20346, 2.31745], [2.11325, 3.46854, -3.28407], [3.63483, -0.18625, -0.48962], [5.36997, -2.84882, 0.47393], [-1.86485, 3.23918, -1.09914], [-2.16091, -1.23357, 2.13336], [-0.08937, 0.38798, -3.69234], [-3.40737, 1.34079, -0.41284], [-4.26123, -1.58992, 4.25463], [5.87981, 0.37787, 0.25682], [-0.26727, 2.03452, 2.87470], [1.12855, 1.51127, 3.17265], [0.12820, -1.87878, -3.16725], [2.44374, 4.45698, -4.19623], [-2.04021, -3.30800, -0.30398], [-2.99871, -0.92779, 1.51190], [-1.14017, -1.33680, 5.22170], [-4.97794, -2.58992, 0.93930], [5.18733, 2.15112, -2.76570], [-2.56894, -0.81663, -2.28897], [-0.40786, -2.75786, 4.45907], [-0.44978, -2.58290, -2.57395], [-2.29421, -4.10226, 0.40240], [-1.09920, -2.51151, -4.85994], [-2.64163, 3.86558, 4.47193], [-5.88915, -2.11311, -0.48722], [-4.08958, -0.55853, 4.57119], [-5.23430, -4.18135, -2.44040], [-2.45124, 3.44541, -1.99659], [6.71671, -0.26720, 0.52448], [-1.06657, 2.54460, -1.36278], [-0.45427, 2.80342, 4.85711], [-4.15526, 1.03320, 0.32076], [2.10176, 1.92894, 1.26466], [1.67454, 5.10865, -4.58886], [-4.73847, -0.99167, 0.21784], [-1.39226, -3.78582, -1.04406], [1.09048, 3.34397, -2.95519], [3.74133, -1.87311, 1.50660], [-3.61133, -4.86606, -2.52306], [2.11696, 3.28876, 2.39445], [-2.89885, -2.12529, -3.43402], [-3.59942, 3.38586, 0.10433], [4.98893, 2.23424, 0.89413], [6.37109, -2.62083, 0.10603], [5.45035, -3.67682, 1.17799], [-3.34071, -4.70640, 3.84500], [0.52668, -2.00757, -5.29125], [-5.05744, -1.58191, 3.50676], [-0.55425, 0.06482, -5.78128], [5.58149, 1.22560, 2.22770], [-3.65523, 3.81875, 2.22428], [6.72409, 2.10781, 1.21373], [1.31624, 1.80913, 4.20744], [-3.90288, 1.43177, -1.38174], [1.37015, -0.37726, 2.10388], [6.02994, 0.72201, -0.76361], [2.20687, -0.29382, 3.64779], [-4.58588, -5.07534, -1.06700], [3.18721, 1.90787, 2.65660], [5.33618, -1.34311, 2.02551], [0.94615, 0.61931, -3.94879], [5.77859, 3.90739, -4.40779], [-4.62304, -2.14800, 5.12059], [-1.63040, -2.95863, 5.70984], [-0.58382, 1.29092, -3.34332], [-1.71028, -0.32229, 2.53260], [-4.21171, -1.09203, -2.87827], [4.75765, -3.17157, -0.36775], [-2.08204, -4.56850, 2.62694], [-2.65368, 0.55503, -0.48683], [1.18927, -2.10682, -3.06827], [0.46027, -0.51802, 3.62260], [-1.88070, -0.28383, -4.66672], [-3.76159, -4.16890, 2.22469], [4.01953, 5.38500, -5.31610], [-1.40133, 4.17276, -0.77721]],
  "forces_ev_per_angstrom": [[-0.162, 0.019, -0.267], [0.004, -0.079, -0.048], [-0.052, 0.129, 0.159], [-0.004, -0.003, 0.006], [-0.003, -0.001, 0.020], [0.088, -0.058, -0.018], [-0.032, 0.097, 0.076], [-0.004, 0.021, 0.005], [-0.029, -0.016, -0.007], [0.132, -0.077, 0.101], [0.035, -0.021, -0.006], [-0.005, -0.012, -0.004], [-0.012, -0.008, -0.005], [-0.001, -0.002, 0.000], [0.002, 0.000, -0.003], [-0.024, -0.006, 0.007], [0.003, -0.002, 0.013], [0.004, 0.003, -0.004], [0.001, 0.001, -0.005], [0.000, 0.008, 0.005], [-0.001, -0.014, 0.000], [-0.008, -0.015, 0.007], [0.002, 0.004, -0.003], [0.049, 0.018, -0.028], [0.014, 0.006, 0.009], [0.010, 0.008, -0.011], [0.004, -0.026, 0.009], [-0.003, -0.003, -0.001], [0.002, 0.002, 0.001], [0.009, 0.014, -0.002], [-0.002, 0.003, -0.003], [-0.018, 0.000, 0.001], [0.004, 0.000, 0.002], [0.024, -0.017, -0.040], [0.000, -0.002, -0.002], [0.006, -0.008, -0.010], [-0.013, -0.008, -0.010], [-0.012, 0.011, -0.009], [0.014, 0.042, 0.030], [0.002, 0.001, -0.009], [0.004, -0.007, -0.005], [-0.001, 0.008, 0.015], [-0.002, 0.004, -0.007], [0.010, -0.003, -0.003], [-0.001, 0.000, -0.002], [-0.034, 0.012, 0.001], [-0.049, 0.038, -0.037], [0.000, -0.009, 0.010], [-0.002, -0.016, 0.016], [-0.001, 0.001, -0.001], [-0.022, -0.014, 0.007], [0.006, 0.012, -0.008], [-0.031, -0.005, 0.009], [0.014, 0.016, -0.018], [0.009, -0.013, -0.001], [-0.001, -0.002, 0.000], [-0.003, -0.002, 0.003], [-0.003, 0.000, -0.002], [0.000, -0.001, 0.001], [-0.002, -0.005, -0.004], [0.002, 0.000, 0.005], [-0.002, 0.017, 0.004], [-0.001, -0.001, 0.003], [0.021, 0.038, -0.005], [-0.005, 0.002, -0.008], [0.000, 0.000, 0.000], [0.019, -0.053, 0.001], [0.012, 0.006, -0.018], [-0.002, 0.003, 0.000], [-0.003, 0.001, 0.003], [0.001, 0.000, 0.000], [0.004, -0.001, -0.001], [0.008, -0.007, 0.000], [0.001, 0.001, 0.009], [-0.005, -0.003, 0.010], [-0.001, 0.001, 0.000], [-0.001, 0.000, -0.001], [0.002, 0.011, 0.009], [0.011, 0.024, 0.003], [-0.001, 0.002, 0.002], [0.000, -0.006, -0.003], [0.003, 0.002, 0.004], [0.000, 0.000, 0.003], [-0.002, 0.001, -0.004], [-0.001, -0.002, 0.003], [-0.002, -0.002, 0.002], [0.008, 0.011, 0.025], [0.001, -0.002, 0.005], [0.003, -0.007, -0.002], [0.000, 0.000, 0.001], [0.010, -0.003, 0.002], [0.003, -0.002, 0.000], [-0.002, 0.003, 0.001], [0.000, 0.000, 0.000], [0.004, -0.002, -0.001], [0.001, 0.006, 0.002], [-0.004, -0.001, 0.003], [0.008, -0.016, -0.006], [-0.001, -0.005, -0.005], [-0.001, 0.000, 0.000], [-0.006, 0.001, 0.012], [0.006, -0.020, -0.002], [-0.002, -0.016, 0.016], [0.015, -0.008, 0.010], [0.011, 0.008, 0.000], [-0.018, -0.005, -0.004], [0.000, -0.001, 0.000], [-0.008, 0.007, -0.001]],
  "e_tot_ha": -3047.08962,
  "s_squared": 0.759,
  "total_charge": 1,
  "e_above_lowest_kj_mol": 0.00,
  "multiplicity": 2,
  "gap_ha": [0.2615, 0.2665]
}

Record 3
{
  "formula": "C3H7N2O2",
  "method": "ωB97M-V/def2-TZVPD",
  "symbols": ["O", "O", "N", "N", "C", "C", "C", "H", "H", "H", "H", "H", "H", "H"],
  "coordinates": [[-0.12006, -1.33893, 0.18145], [2.86353, 0.52941, 0.08249], [-1.60514, 0.41719, -0.38446], [0.66834, 0.95173, 0.76320], [1.72292, 0.19703, 0.16540], [-0.68035, -0.27291, 0.61485], [0.98769, -0.92253, -0.55659], [-1.01925, 0.89654, -1.05091], [-2.21213, -0.28926, -0.76199], [0.67009, -0.55178, -1.46583], [-1.11135, -0.40151, 1.58287], [0.64113, 1.61658, 1.52952], [1.51862, -1.86147, -0.67085], [-2.32403, 1.02991, -0.02915]],
  "forces_ev_per_angstrom": [[-0.369, -0.969, -0.188], [-0.048, -0.523, -0.020], [-0.272, -0.783, 0.591], [-3.046, -3.756, -1.388], [-1.102, 1.755, 0.931], [2.020, 5.188, 2.802], [2.503, -2.243, 0.528], [-0.009, 0.308, -0.654], [0.029, -0.913, -1.139], [-0.390, 0.693, -2.365], [-0.849, 0.186, 0.398], [0.486, -0.367, 0.041], [0.746, 0.407, -0.416], [0.300, 1.017, 0.877]],
  "e_tot_ha": -378.17132,
  "total_charge": 1,
  "smiles": "[NH3+][C@@H]1NC(=O)CO1",
  "e_above_lowest_kj_mol": 216.61,
  "gap_ha": 0.3737
}

Record 4
{
  "formula": "C3H6ClNS",
  "method": "ωB97M-V/def2-TZVPD",
  "symbols": ["Cl", "S", "N", "C", "C", "C", "H", "H", "H", "H", "H", "H"],
  "coordinates": [[1.35200, -3.05427, -0.47648], [2.60194, 1.14747, 0.47197], [0.12721, 1.44310, -0.42946], [-1.25887, 0.89625, -0.41405], [1.09485, 0.74067, 0.07082], [0.46263, -2.03452, 0.58150], [-1.97424, 1.53864, -1.09043], [-1.28957, -0.12140, -0.79061], [0.83851, -1.63440, 1.56141], [-1.55765, 0.68396, 0.61174], [-0.60078, -2.15520, 0.50470], [0.20398, 2.54970, -0.60111]],
  "forces_ev_per_angstrom": [[-0.040, 0.491, 0.609], [-0.333, -0.475, -0.084], [-1.877, 2.367, -0.699], [-0.568, 0.578, -1.263], [1.344, 0.601, 0.269], [0.211, 0.652, 0.960], [1.371, -1.115, 1.793], [0.448, 0.024, -0.731], [0.147, -0.810, -1.416], [-0.482, 1.005, 0.141], [-0.259, -0.019, -0.159], [0.038, -3.299, 0.580]],
  "e_tot_ha": -1030.88913,
  "total_charge": 0,
  "e_above_lowest_kj_mol": 428.67,
  "gap_ha": [0.2737, 0.2946]
}

Record 5
{
  "formula": "C2HClF2O",
  "method": "ωB97M-V/def2-TZVPD",
  "symbols": ["Cl", "F", "F", "O", "C", "C", "H"],
  "coordinates": [[1.69032, 1.22092, -0.06593], [-1.46111, -1.03524, 0.27071], [-0.59365, 0.68150, 1.39649], [1.27087, -1.27703, -0.82885], [-0.73766, 0.11259, 0.23028], [0.84980, -0.32490, -0.28458], [-1.01856, 0.62216, -0.71812]],
  "forces_ev_per_angstrom": [[0.888, 0.031, -0.198], [-0.090, 0.588, 0.653], [-1.051, 0.593, 0.367], [-0.275, 0.339, 0.477], [3.264, -3.272, -3.238], [-2.157, 0.851, 0.506], [-0.579, 0.871, 1.432]],
  "e_tot_ha": -811.94208,
  "total_charge": 0,
  "smiles": "O=C(Cl)C(F)F",
  "e_above_lowest_kj_mol": 34.62,
  "gap_ha": 0.4073
}

Record 6
{
  "formula": "Cl2H4OSi2",
  "method": "ωB97M-V/def2-TZVPD",
  "symbols": ["Cl", "Cl", "Si", "Si", "O", "H", "H", "H", "H"],
  "coordinates": [[-0.05617, 3.05142, -0.98293], [1.72273, -2.33162, -0.24105], [-0.41116, 1.13003, -1.30617], [0.89604, -0.91587, 0.92078], [0.48293, 0.33678, 0.01240], [-0.29606, -1.48166, 1.54128], [0.20680, 0.64944, -2.52920], [1.88765, -0.38149, 1.83933], [-1.79894, 0.76773, -1.08924]],
  "forces_ev_per_angstrom": [[0.026, 1.203, -0.048], [0.456, -0.817, -0.473], [1.912, -2.602, 2.806], [-0.330, 0.692, 0.208], [-1.733, 1.810, -2.599], [-0.116, -0.215, 0.260], [-0.071, 0.051, -0.353], [0.228, -0.199, 0.382], [-0.371, 0.078, -0.183]],
  "e_tot_ha": -1577.16954,
  "total_charge": 0,
  "smiles": "Cl[SiH2]O[SiH2]Cl",
  "e_above_lowest_kj_mol": 0.00,
  "gap_ha": 0.4286
}